# 1
82
Properties=species:S:1:pos:R:3:forces:R:3:mulliken_charge:R:1 method="wB97M-V/def2-TZVPD" homo_ev=-10.37 e_above_lowest_kcal_mol=51.25 charge=+1 e_tot_ha=-2808.6635 lumo_ev=-3.26
Sr -0.70001 0.15136 1.01297 1.368 0.408 2.359 0.9686
O -0.41439 1.33273 5.74616 0.293 0.016 0.186 -0.4636
C -0.32110 0.90086 4.49649 -0.316 -0.068 -0.095 0.0715
O -1.28893 0.69314 3.78917 0.158 0.136 0.040 -0.4245
C 1.07920 0.68712 4.03955 0.287 -0.008 0.031 0.0552
C 2.17424 0.69641 4.88650 -0.084 0.041 0.065 -0.5471
C 3.43123 0.46376 4.33396 0.003 -0.005 -0.116 -0.6064
C 3.54079 0.28091 2.96846 -0.045 0.020 -0.028 -0.9927
C 2.38307 0.31107 2.19381 0.126 0.037 -0.014 -0.1333
N 1.18017 0.48268 2.72527 0.349 0.071 0.364 0.6890
C 2.42588 0.16430 0.67026 0.372 -0.016 0.026 -0.7242
O 3.50551 0.04653 0.12372 -0.075 0.057 0.057 -0.7561
O 1.25823 0.18088 0.14946 2.478 -0.060 -0.725 2.5446
H -1.33782 1.48621 5.98493 -0.173 -0.028 -0.111 0.3826
H 2.05114 0.88165 5.94389 -0.021 -0.018 -0.008 0.5605
H 4.30855 0.43777 4.96597 -0.004 0.033 0.011 0.4767
H 4.48167 0.12390 2.45870 0.021 0.000 0.057 0.6147
N -1.10615 -2.73520 2.96157 0.213 0.048 -0.140 -0.3290
N -2.32635 -2.40648 3.54289 -0.005 0.002 0.015 -0.3272
C -3.11591 -1.47574 2.98672 -0.218 0.124 0.009 0.5714
N -4.28757 -1.22410 3.55845 0.147 0.088 -0.152 -0.4174
N -2.64288 -0.95003 1.85120 -0.632 -0.867 0.181 -0.2256
N -3.24274 0.06526 1.23647 -2.555 0.470 0.383 0.9429
O -4.18333 0.70340 1.71605 0.474 -0.502 -0.098 -0.7535
O -2.74667 0.35497 0.14072 -1.948 0.202 -0.637 -0.5196
H -1.17493 -3.58633 2.41632 -0.057 -0.060 -0.003 0.2711
H -0.39840 -2.83644 3.67456 0.015 0.047 0.081 0.2877
H -2.67279 -2.93074 4.32935 -0.036 -0.122 0.031 0.1373
H -4.59059 -1.72647 4.37419 -0.009 0.026 0.026 0.1771
H -4.82443 -0.45007 3.20158 -0.093 0.083 -0.052 0.1897
C -0.38354 -0.47780 -2.58195 0.106 0.081 0.080 -1.0827
C 0.41473 0.83220 -2.49564 -0.015 -0.054 0.082 -1.2456
P -0.23583 1.97437 -1.18243 0.131 0.761 -0.969 0.3242
C 1.20582 2.97122 -0.68484 -0.015 -0.028 0.082 0.4399
C 2.33321 3.15647 -1.47723 -0.014 0.000 -0.002 -0.0258
C 3.41649 3.87533 -0.99374 0.066 0.016 -0.022 -0.8602
C 3.38355 4.42219 0.28036 -0.034 -0.007 0.017 -0.4870
C 2.25722 4.25493 1.07419 0.026 0.026 0.062 -0.8512
C 1.17831 3.53008 0.59307 -0.026 -0.036 -0.088 -0.4359
C -1.21313 3.16825 -2.17551 -0.039 -0.026 0.116 0.8377
C -1.02975 4.54554 -2.07389 0.044 -0.080 -0.019 -0.5481
C -1.83039 5.41566 -2.80013 -0.048 0.044 -0.020 -0.7795
C -2.82354 4.92290 -3.63208 0.000 0.016 0.004 -0.5417
C -3.02670 3.55326 -3.72591 -0.039 -0.004 -0.030 -0.8477
C -2.23310 2.68389 -2.99632 0.063 -0.002 0.051 -0.5071
P -0.19763 -1.63929 -1.14667 -0.158 -0.921 -1.028 0.9544
C 1.45421 -2.37764 -1.33363 -0.040 0.043 0.112 0.7440
C 2.01868 -2.94460 -0.19243 -0.047 0.039 -0.058 -0.6563
C 3.26658 -3.54186 -0.24012 0.029 -0.060 0.062 -0.5975
C 3.97230 -3.57124 -1.43405 -0.024 -0.004 0.005 -0.6814
C 3.41991 -3.00710 -2.57332 0.042 0.017 -0.070 -0.6880
C 2.16467 -2.41790 -2.52727 -0.022 0.016 0.019 -0.3023
C -1.29694 -2.99089 -1.72690 0.025 0.015 0.075 0.5885
C -2.65887 -2.71189 -1.86517 0.047 0.003 0.027 -0.6307
C -3.55402 -3.70802 -2.21963 -0.030 0.036 0.000 -0.8214
C -3.10375 -5.00620 -2.41922 -0.018 -0.038 -0.009 -0.5590
C -1.75732 -5.29800 -2.26769 -0.012 -0.027 0.009 -0.7224
C -0.85664 -4.29761 -1.92478 -0.024 0.042 -0.046 -0.6003
H -0.13506 -1.01883 -3.49660 -0.039 0.020 -0.030 0.7641
H -1.45379 -0.26426 -2.62313 -0.024 -0.081 -0.083 0.1781
H 0.38313 1.34574 -3.45777 0.007 -0.012 -0.014 0.8004
H 1.45211 0.61554 -2.24066 0.013 0.030 -0.042 0.5088
H 2.37534 2.73716 -2.47444 0.009 -0.008 0.011 0.4198
H 4.29517 4.00473 -1.61223 -0.017 -0.005 -0.009 0.4292
H 4.23155 4.98027 0.65501 0.004 -0.004 -0.012 0.4021
H 2.22407 4.68696 2.06682 -0.014 0.003 -0.012 0.4348
H 0.29169 3.40358 1.20929 0.032 0.013 0.040 0.4184
H -0.24950 4.93878 -1.43503 -0.004 0.037 -0.019 0.3682
H -1.67955 6.48442 -2.71795 0.035 -0.011 0.005 0.4156
H -3.44017 5.60279 -4.20507 -0.005 0.001 0.014 0.3881
H -3.81129 3.16701 -4.36390 0.021 -0.024 -0.001 0.4273
H -2.40787 1.61657 -3.06354 -0.052 0.008 -0.044 0.2451
H 1.46535 -2.90684 0.74236 0.050 0.001 0.021 0.3179
H 3.69700 -3.97743 0.65294 -0.013 0.004 -0.004 0.4251
H 4.94986 -4.03325 -1.47260 0.007 0.024 -0.015 0.3746
H 3.96772 -3.01886 -3.50686 0.006 -0.025 0.016 0.4126
H 1.74957 -1.99439 -3.43324 0.004 0.015 0.019 0.3712
H -3.01910 -1.70314 -1.68921 -0.047 -0.016 -0.005 0.1653
H -4.60448 -3.47341 -2.33743 0.007 0.000 -0.001 0.4294
H -3.80257 -5.78637 -2.69173 0.009 0.003 -0.006 0.3952
H -1.40211 -6.30920 -2.42050 0.003 0.009 -0.012 0.4247
H 0.19378 -4.53719 -1.82093 0.003 -0.006 -0.004 0.3473

# 2
85
Properties=species:S:1:pos:R:3:forces:R:3:mulliken_charge:R:1 method="wB97M-V/def2-TZVPD" homo_ev=-10.24 e_above_lowest_kcal_mol=0.00 charge=+1 e_tot_ha=-4099.5683 lumo_ev=-3.73
Os 0.84049 0.06024 -0.07415 -0.029 0.280 0.264 2.3879
C -2.89033 -2.69638 -3.15315 0.002 -0.003 0.006 -0.8687
N -1.65728 -1.99317 -2.82016 -0.011 -0.021 -0.033 0.3147
C -0.62835 -1.73886 -3.68961 0.004 0.009 0.013 -0.9012
C 0.33470 -1.08872 -2.97861 -0.012 0.036 -0.013 -0.4128
N -0.11205 -0.92848 -1.69981 -0.056 -0.087 -0.064 0.4638
C -1.31413 -1.49400 -1.61696 0.003 0.027 0.002 -0.4600
P -2.19233 -1.78053 -0.03864 -0.010 0.012 -0.033 -0.5165
C -2.14937 -0.06605 0.53998 0.000 -0.039 0.045 0.0644
N -1.07704 0.71628 0.53331 -0.012 -0.004 -0.064 0.7247
C -1.48907 1.97659 0.85932 0.014 -0.009 0.038 -0.4646
C -2.83244 1.94369 1.09241 -0.001 -0.003 -0.004 -1.0572
N -3.23965 0.65211 0.89344 -0.001 0.014 -0.025 0.3781
C -4.61633 0.18660 0.98623 0.000 -0.005 0.003 -1.0060
C -0.70287 -2.44488 0.77501 0.011 0.034 0.052 0.0176
N 0.49553 -1.88399 0.67126 0.057 -0.091 0.005 0.2192
C 1.42241 -2.80223 1.07826 -0.026 -0.005 0.003 -0.6230
C 0.76282 -3.93400 1.45224 0.010 0.002 0.008 -0.9157
N -0.57047 -3.69894 1.25753 -0.007 -0.006 -0.039 0.4513
C -1.63768 -4.65445 1.52039 0.004 -0.003 0.003 -0.9443
H -2.89780 -2.88176 -4.22295 -0.003 0.000 0.000 0.3506
H -3.75369 -2.08751 -2.89505 0.001 0.000 0.002 0.3354
H -2.94222 -3.64797 -2.62776 0.001 -0.001 -0.001 0.3298
H -0.67122 -2.02854 -4.72446 -0.006 -0.010 0.002 0.5076
H 1.30189 -0.73611 -3.28963 0.003 0.010 0.006 0.4020
H -0.79950 2.79780 0.92741 -0.009 -0.003 -0.003 0.2387
H -3.52015 2.71805 1.38459 0.000 -0.002 0.000 0.5617
H -5.11526 0.72607 1.78726 -0.001 -0.002 0.000 0.3632
H -4.63001 -0.87553 1.21600 0.000 0.001 -0.001 0.4166
H -5.14503 0.36331 0.05079 -0.003 0.000 0.001 0.3037
H 2.47915 -2.59832 1.06870 0.001 -0.009 0.006 0.6067
H 1.12456 -4.86773 1.84604 0.000 0.001 0.003 0.4973
H -1.74116 -5.35196 0.69081 0.003 -0.003 0.002 0.2645
H -2.57247 -4.12098 1.66926 0.001 0.001 -0.005 0.3340
H -1.40074 -5.20386 2.42811 -0.003 0.004 0.003 0.3951
C -2.49192 -3.37469 4.99137 -0.002 -0.001 -0.006 -1.6909
C -1.54718 -2.33563 4.45316 -0.011 0.016 0.006 0.8594
C -0.17296 -2.55933 4.43053 0.012 -0.011 -0.004 -0.8115
C 0.70316 -1.58674 3.97467 -0.002 -0.002 -0.007 -0.6059
C 0.19889 -0.37819 3.51954 0.010 -0.012 0.007 -0.3545
C -1.16421 -0.11961 3.55996 0.001 0.003 -0.023 -0.0213
C -2.02796 -1.10036 4.01699 0.004 -0.014 -0.003 -0.8013
S 1.32523 0.88447 3.01071 -0.029 0.056 0.122 1.3142
O 2.46410 0.83098 3.87580 -0.020 0.006 -0.012 -0.7566
O 0.57487 2.09520 2.85987 -0.006 -0.011 -0.013 -0.7208
N 1.86631 0.43068 1.48298 0.019 -0.069 -0.271 -0.3030
C 3.32888 0.32991 1.32455 0.046 -0.028 0.039 -0.6646
C 3.64242 -0.53004 0.10311 -0.026 0.084 -0.115 0.4769
O 4.73580 -1.01847 -0.05380 -0.054 -0.030 0.053 -0.7389
O 2.62869 -0.67848 -0.71242 0.131 -0.079 0.011 -1.0792
H -1.99585 -4.33515 5.12544 0.000 0.000 0.000 0.3637
H -3.34905 -3.51593 4.33060 0.000 0.004 0.004 0.3566
H -2.88347 -3.06778 5.96252 0.003 -0.001 0.004 0.4218
H 0.22026 -3.49999 4.79866 0.001 0.004 -0.003 0.4525
H 1.77262 -1.75344 3.99272 0.002 -0.006 0.000 0.5397
H -1.53003 0.85231 3.25773 0.000 0.016 0.000 0.8364
H -3.09187 -0.89491 4.06830 0.000 0.000 0.004 0.4936
H 3.80282 -0.08782 2.20874 -0.003 -0.004 0.009 0.4962
H 3.75575 1.32216 1.15234 -0.018 -0.014 0.025 0.3838
O 0.73642 1.71152 -0.98238 -0.018 -0.095 0.040 -0.1421
C 1.38237 2.37878 -2.07718 0.021 0.008 -0.038 2.8548
C 0.46165 2.16506 -3.26983 0.003 -0.032 0.031 -0.5837
C -0.89092 1.99774 -3.17471 0.018 -0.006 0.002 -0.6512
C -1.53170 1.92061 -4.43738 -0.005 0.034 -0.008 -0.8148
C -0.65313 2.04955 -5.47016 0.002 -0.032 0.003 -0.5982
S 0.94927 2.24580 -4.91403 0.014 0.042 -0.005 0.0758
C 1.34260 3.84920 -1.68404 0.049 0.017 -0.090 -0.7497
C 1.48551 4.93456 -2.49083 -0.020 -0.003 0.008 -0.4813
C 1.50041 6.15734 -1.76446 -0.006 0.012 0.022 -0.8251
C 1.37355 5.96785 -0.42415 0.003 0.012 -0.023 -0.6144
S 1.23270 4.30760 -0.03229 -0.007 0.014 0.036 0.1489
C 2.82649 1.96576 -2.26836 0.008 0.014 0.032 -0.4864
C 3.86796 2.41627 -1.50422 -0.022 0.000 0.001 -0.4520
C 5.10450 1.79970 -1.81702 -0.004 -0.006 -0.018 -0.8974
C 4.98794 0.89642 -2.82682 0.008 0.013 0.001 -0.4973
S 3.39000 0.80261 -3.40404 -0.046 -0.010 0.000 -0.0291
H -1.40001 1.95365 -2.22218 -0.009 -0.004 0.002 0.5594
H -2.59700 1.79931 -4.57417 0.003 -0.002 0.001 0.4481
H -0.85975 2.04399 -6.52825 0.003 -0.013 0.001 0.5324
H 1.58503 4.86806 -3.56519 0.001 0.003 0.001 0.5232
H 1.59489 7.13048 -2.22314 0.002 0.001 0.000 0.4394
H 1.33935 6.71306 0.35377 0.005 0.000 0.001 0.4867
H 3.74994 3.17851 -0.74646 0.013 0.002 -0.006 0.6128
H 6.03610 2.01728 -1.31661 -0.001 -0.002 0.002 0.4357
H 5.75763 0.28441 -3.26736 0.001 0.003 -0.001 0.5003

# 3
90
Properties=species:S:1:pos:R:3:forces:R:3:mulliken_charge:R:1 method="wB97M-V/def2-TZVPD" homo_ev=-13.72 e_above_lowest_kcal_mol=19.16 charge=+2 e_tot_ha=-3710.6976 lumo_ev=-6.77
Ti -0.82122 0.48206 -0.14952 0.412 -0.189 0.541 -1.4792
C -2.28183 3.72341 -2.56288 0.014 0.004 -0.015 -1.7894
C -1.43977 2.65149 -2.33063 0.022 0.036 0.032 -0.3515
N -1.84514 1.96818 -1.24444 0.003 0.024 0.048 0.5480
N -2.94888 2.60799 -0.76918 -0.054 -0.033 -0.082 0.2857
C -3.20860 3.67006 -1.53793 -0.009 0.021 0.046 -0.0077
B -3.55632 2.14592 0.57982 -0.015 -0.052 0.066 0.9408
N -3.80913 0.63063 0.43716 -0.031 -0.017 -0.094 -0.1854
C -4.98227 -0.01215 0.49889 0.014 0.009 0.057 -0.0031
C -4.79824 -1.29942 0.03072 0.011 -0.032 0.013 -1.6132
C -3.45580 -1.35987 -0.31230 -0.015 0.001 0.076 -0.2420
N -2.85750 -0.18884 -0.05749 -0.204 -0.003 -0.160 1.3729
N -2.42801 2.37949 1.62173 0.053 0.135 -0.047 0.1172
C -2.33375 3.33648 2.54810 -0.002 -0.041 0.002 -0.1786
C -1.00895 3.45949 2.93549 0.007 -0.009 0.015 -1.3596
C -0.33045 2.52732 2.17828 -0.023 -0.003 0.023 -0.4732
N -1.18401 1.86164 1.37288 -0.300 -0.094 0.286 1.0681
N -4.83817 2.83182 0.93030 0.053 0.079 -0.002 0.2720
C -5.90142 3.15105 0.13567 -0.002 -0.077 -0.026 -0.2887
C -6.96414 3.42950 0.94799 -0.022 -0.002 0.009 -0.9761
C -6.46777 3.23249 2.25351 -0.008 0.006 0.022 -0.2515
N -5.20380 2.86008 2.24219 -0.028 0.017 -0.005 -1.0407
H -2.21693 4.45200 -3.35162 0.000 -0.016 0.010 0.5065
H -0.55037 2.36251 -2.86088 0.015 0.002 -0.017 0.4887
H -4.01677 4.34044 -1.29927 -0.003 -0.016 0.000 0.7259
H -5.86276 0.48739 0.87013 0.006 -0.002 -0.018 0.4455
H -5.53549 -2.07779 -0.05632 0.008 0.009 -0.002 0.4749
H -2.90377 -2.18635 -0.72163 -0.040 0.000 -0.023 0.5540
H -3.22050 3.84938 2.87882 0.003 0.002 -0.014 0.6422
H -0.60277 4.13303 3.66926 0.000 -0.007 -0.015 0.4613
H 0.71604 2.29612 2.16479 0.029 -0.017 0.015 0.5516
H -5.84299 3.12185 -0.94009 0.018 0.019 0.014 0.6400
H -7.95270 3.73340 0.65061 0.013 -0.002 0.007 0.4594
H -6.98309 3.35066 3.19387 0.008 -0.001 -0.017 0.4852
N 0.06007 -3.37699 -1.61494 0.136 -0.002 0.003 0.2051
C -0.01650 -2.83592 -2.89386 -0.034 -0.002 -0.042 0.8962
C 0.28330 -3.36150 -4.14410 0.007 -0.012 -0.021 -1.2693
C 0.06612 -2.53052 -5.22500 0.008 -0.024 0.004 -0.7026
C -0.45123 -1.23455 -5.06761 -0.005 0.026 0.009 -0.8746
C -0.75541 -0.72281 -3.82320 0.023 0.013 -0.007 -0.8335
C -0.50885 -1.54072 -2.72331 -0.047 -0.002 0.003 -0.0116
N -0.69575 -1.31711 -1.35989 0.200 0.034 0.117 1.5728
C -0.32048 -2.42800 -0.75074 -0.123 0.038 -0.037 -0.3343
C -0.42956 -2.50305 0.69304 -0.043 -0.022 0.019 -1.4120
C -0.25067 -3.52180 1.57173 -0.028 -0.031 0.028 0.0176
S -0.66212 -2.99643 3.14580 0.004 -0.022 -0.002 -0.1426
C -1.03282 -1.45171 2.54281 -0.080 0.029 0.019 -0.4039
N -0.86939 -1.33147 1.25868 0.118 0.163 -0.008 1.3056
H 0.39978 -4.29372 -1.37570 -0.018 -0.017 -0.004 0.2882
H 0.66002 -4.36790 -4.27031 -0.005 0.013 -0.001 0.5109
H 0.28559 -2.89032 -6.22089 0.002 0.000 0.008 0.4502
H -0.62244 -0.62962 -5.94758 0.001 -0.001 0.007 0.5079
H -1.17350 0.26795 -3.70825 -0.001 -0.008 -0.003 0.5683
H 0.05568 -4.53826 1.38178 0.001 0.014 0.005 0.4651
H -1.37079 -0.64474 3.17802 0.038 0.004 -0.008 0.3807
C 3.82638 -3.19417 -0.65307 -0.002 0.010 0.013 -1.3899
C 3.42764 -1.97724 -1.41118 0.023 -0.058 -0.032 -0.0497
N 2.42878 -1.18011 -1.11928 -0.063 0.015 0.030 0.2162
C 2.43606 -0.20322 -2.08854 0.110 0.032 -0.094 0.4753
C 3.46615 -0.42902 -2.98444 -0.083 0.026 0.031 -0.1537
N 4.07148 -1.55300 -2.52708 0.055 -0.017 0.023 0.0379
C 4.06693 0.16637 -4.22782 0.056 -0.172 0.069 0.5119
O 3.48906 1.21446 -4.76965 -0.176 0.157 0.039 -0.5339
O 5.04862 -0.36171 -4.67737 -0.039 0.027 -0.007 -0.5744
C 1.47002 0.89357 -2.13844 -0.015 -0.090 -0.095 0.1883
O 1.41856 1.70392 -3.03755 0.198 0.012 0.003 -0.8285
O 0.60855 0.96237 -1.11041 0.112 0.045 -0.579 0.3880
H 3.14922 -3.32453 0.18927 -0.002 0.003 -0.007 0.1111
H 4.84321 -3.10493 -0.26846 0.003 -0.002 -0.004 0.4058
H 3.79193 -4.08474 -1.28291 0.002 0.008 0.008 0.3973
H 4.88482 -1.94274 -2.98765 -0.002 0.000 -0.014 0.3078
H 2.70571 1.50063 -4.25159 0.031 -0.010 0.003 0.4071
N 1.15799 0.24627 1.32817 -0.286 0.037 -0.070 -0.3325
C 2.16985 -0.11415 1.76466 0.039 0.045 -0.087 -0.0692
N 3.31023 -0.50272 2.25509 -0.007 -0.051 -0.051 0.3737
C 4.46261 0.42495 2.33853 0.009 0.009 -0.016 -0.7170
C 5.17990 0.22075 3.67527 -0.018 -0.003 -0.003 -0.7198
C 4.16733 -0.11597 4.76596 0.005 0.000 -0.006 -0.6024
C 3.53346 -1.49172 4.50883 -0.010 0.010 0.002 -0.7851
C 3.42214 -1.76505 3.00363 -0.016 0.043 0.048 -0.3404
H 4.07612 1.44120 2.26214 -0.017 -0.005 0.008 0.4654
H 5.12797 0.24847 1.49179 0.001 0.010 -0.016 0.2298
H 5.73067 1.12931 3.91458 0.012 0.002 -0.010 0.4195
H 5.92057 -0.57772 3.59109 -0.009 -0.011 0.005 0.3497
H 3.39187 0.65564 4.78086 0.003 -0.003 0.004 0.2498
H 4.63750 -0.09944 5.74756 0.004 -0.001 -0.004 0.4099
H 2.55087 -1.54657 4.98088 0.002 0.007 -0.012 0.2689
H 4.14311 -2.27809 4.95607 -0.003 -0.007 0.004 0.4102
H 2.56108 -2.38468 2.75694 -0.013 -0.017 -0.006 0.0513
H 4.30980 -2.27870 2.63160 0.013 0.009 -0.011 0.4373